This record from the OMol25 dataset describes a gas-phase ion, CH2O5P (charge -1) in a non-equilibrium geometry. The level of theory is ωB97M-V/def2-TZVPD.

CARTESIAN COORDINATES (ANGSTROEM)
O -0.1569 -0.3398 0.8701
C -0.6779 -0.6314 -0.2077
O -0.3312 -0.1538 -1.3228
P 0.0913 1.7988 -0.9903
O 0.3894 2.2910 -2.3543
O -1.0801 2.1612 -0.1922
O 1.4695 1.6059 -0.1109
H -1.6078 -1.2449 -0.3047
H 1.0951 1.1872 0.6506

Calculated values
2S+1: 1
Energy relative to the best compared isomer or geometry (same formula, charge and spin): 0.379 eV
LUMO: 4.17 eV
Strongest force on any atom: 2.7 eV/Å
Gap between HOMO and LUMO: 10.22 eV
HOMO level: -6.1 eV
E_tot: -757.06025 a.u.
SMILES: O=CO[P@@](=O)([O-])O
Total charge: -1

Results of the Löwdin charge analysis, in e, for atoms 1 through 4: -0.051, -0.542, -0.102, 0.362